No. 1
63
Properties=species:S:1:pos:R:3 method="wB97M-V/def2-TZVPD" total_charge=+3 orbital_gap_ev=6.72 de_lowest_kcal_mol=0.0
Tl -4.148 -2.421 4.463
P 1.851 1.398 0.685
P 0.455 2.034 -1.056
P 1.394 -2.275 -1.952
H -4.589 -5.244 4.050
C -3.705 -4.739 3.636
C -2.613 -4.454 4.440
H -2.607 -4.768 5.489
C 1.075 2.016 2.200
C 3.329 2.426 0.416
C 2.466 -0.249 1.107
C -0.818 0.946 -1.714
C -0.416 3.523 -0.487
C 1.513 2.556 -2.428
C 2.174 -3.944 -1.952
C 2.690 -1.299 -2.835
C 0.243 -2.538 -3.369
H -3.690 -4.595 2.548
H -1.676 -4.053 4.033
H 0.463 1.218 2.643
H 0.440 2.888 2.002
H 1.871 2.296 2.902
H 3.062 3.457 0.153
H 3.944 2.000 -0.387
H 3.912 2.433 1.347
H 1.646 -0.924 1.394
H 3.149 -0.148 1.967
H 3.018 -0.695 0.268
H -1.058 1.275 -2.738
H -1.728 1.018 -1.102
H -0.475 -0.098 -1.741
H -0.703 4.121 -1.364
H 0.215 4.134 0.170
H -1.325 3.229 0.053
H 0.878 2.775 -3.297
H 2.223 1.762 -2.696
H 2.068 3.463 -2.152
H 2.774 -4.017 -2.871
H 1.411 -4.738 -1.932
H 2.819 -4.062 -1.070
H 3.464 -1.968 -3.233
H 3.148 -0.607 -2.115
H 2.239 -0.715 -3.649
H 0.648 -3.305 -4.041
H 0.103 -1.596 -3.915
H -0.727 -2.870 -2.974
C -0.462 -3.315 1.061
C -1.497 -3.794 0.250
C -1.730 -5.169 0.244
C -0.927 -6.028 1.006
C 0.165 -5.530 1.726
C 0.390 -4.156 1.773
O -0.282 -1.944 1.305
H -0.334 -1.434 0.492
H -2.134 -3.095 -0.291
H -2.525 -5.589 -0.371
H -1.151 -7.099 1.029
H 0.850 -6.194 2.262
H 1.187 -3.698 2.352
N -2.431 -1.156 3.040
H -1.739 -1.569 2.400
H -1.907 -0.571 3.697
H -3.023 -0.536 2.485

***

No. 2
51
Properties=species:S:1:pos:R:3 method="wB97M-V/def2-TZVPD" total_charge=-1 orbital_gap_ev=6.71
N 1.738 -1.191 -1.234
P 2.429 0.104 -1.990
O 1.882 0.172 -3.643
O 1.931 1.627 -1.234
C 4.330 -0.169 -1.802
N 4.752 -1.301 -2.710
C 5.230 1.199 -1.934
O 6.015 1.533 -2.966
O 5.194 2.125 -0.754
H 1.134 -0.840 -0.429
H 2.136 1.109 -3.954
H 0.996 1.813 -1.591
H 4.492 -0.557 -0.682
H 5.788 -1.362 -2.829
H 4.248 -1.266 -3.626
C -3.347 4.832 -0.570
C -2.809 3.598 -0.932
C -1.499 3.275 -0.577
C -0.730 4.184 0.149
C -1.269 5.418 0.515
C -2.575 5.744 0.152
H -4.366 5.085 -0.850
H -3.411 2.886 -1.492
H -1.078 2.316 -0.866
H 0.289 3.931 0.430
H -0.670 6.126 1.082
H -2.993 6.707 0.432
C 1.867 -6.700 1.333
C 1.506 -5.525 1.993
C 1.661 -4.293 1.359
C 2.169 -4.235 0.061
C 2.527 -5.410 -0.600
C 2.380 -6.642 0.037
H 1.749 -7.660 1.829
H 1.103 -5.571 3.002
H 1.385 -3.377 1.876
H 2.285 -3.275 -0.435
H 2.921 -5.365 -1.612
H 2.665 -7.557 -0.476
C -5.638 0.641 2.629
C -4.956 1.857 2.624
C -3.654 1.925 2.129
C -3.038 0.778 1.627
C -3.722 -0.437 1.628
C -5.020 -0.507 2.133
H -6.651 0.587 3.018
H -5.439 2.752 3.009
H -3.120 2.872 2.132
H -2.025 0.833 1.237
H -3.242 -1.330 1.236
H -5.550 -1.456 2.138

***

No. 3
107
Properties=species:S:1:pos:R:3 method="wB97M-V/def2-TZVPD" total_charge=0 orbital_gap_ev=7.58 de_lowest_kcal_mol=16.4
Sn 0.048 -0.380 1.284
N -1.328 -4.160 -1.109
C -0.521 -3.295 -0.442
S -1.273 -2.549 0.948
N 0.692 -3.184 -0.916
N 1.500 -2.260 -0.323
C 2.746 -2.346 -0.635
C 3.308 -3.426 -1.498
C 4.266 -4.283 -0.961
C 4.804 -5.311 -1.720
C 4.397 -5.488 -3.034
C 3.443 -4.638 -3.578
C 2.896 -3.619 -2.814
C 3.683 -1.325 -0.091
C 4.981 -1.199 -0.588
C 5.800 -0.198 -0.090
C 5.306 0.660 0.877
C 4.002 0.464 1.309
N 3.220 -0.503 0.852
H -2.189 -4.437 -0.673
H -0.894 -4.782 -1.770
H 4.586 -4.146 0.066
H 5.544 -5.972 -1.287
H 4.816 -6.288 -3.630
H 3.116 -4.775 -4.600
H 2.140 -2.972 -3.234
H 5.337 -1.862 -1.364
H 6.810 -0.088 -0.463
H 5.910 1.458 1.286
H 3.560 1.114 2.059
C 1.529 -3.499 2.958
C 2.022 -2.234 3.576
N 1.452 -1.064 3.485
C 2.079 -0.131 4.283
C 3.186 -0.588 4.926
S 3.414 -2.244 4.586
C 1.474 1.184 4.519
C 1.531 1.823 5.719
S 0.587 3.242 5.660
C 0.163 2.881 4.020
N 0.709 1.802 3.559
C -0.806 3.746 3.290
H 0.466 -3.616 3.170
H 2.070 -4.357 3.354
H 1.646 -3.479 1.877
H 3.850 -0.046 5.578
H 2.026 1.510 6.622
H -0.468 4.782 3.246
H -1.771 3.711 3.795
H -0.940 3.366 2.281
O -2.873 -1.435 4.251
S -2.574 -0.088 3.840
O -2.353 0.875 4.892
O -1.501 -0.037 2.820
C -4.043 0.474 2.967
C -5.174 0.441 3.785
C -6.416 0.793 3.299
C -6.546 1.159 1.966
C -5.432 1.183 1.151
C -4.152 0.868 1.628
P -2.744 0.969 0.431
C -3.544 0.280 -1.068
C -4.105 -0.997 -0.967
C -4.595 -1.645 -2.088
C -4.530 -1.032 -3.334
C -3.975 0.233 -3.446
C -3.482 0.884 -2.322
C -2.612 2.762 0.035
C -1.334 3.310 0.141
C -1.090 4.637 -0.188
C -2.130 5.438 -0.630
C -3.410 4.909 -0.737
C -3.649 3.584 -0.407
H -5.053 0.121 4.812
H -7.283 0.767 3.946
H -7.516 1.413 1.558
H -5.562 1.416 0.103
H -4.155 -1.482 0.001
H -5.026 -2.633 -1.991
H -4.914 -1.538 -4.210
H -3.925 0.721 -4.412
H -3.051 1.871 -2.429
H -0.517 2.680 0.481
H -0.089 5.041 -0.097
H -1.947 6.473 -0.890
H -4.226 5.529 -1.085
H -4.652 3.193 -0.506
C -0.120 0.979 -2.538
C -0.071 1.603 -3.958
N 1.298 1.554 -4.478
C 1.756 0.164 -4.457
C 1.772 -0.370 -2.997
N 1.230 0.642 -2.088
C 2.076 1.833 -2.144
C 2.166 2.350 -3.607
H -0.715 0.063 -2.522
H -0.559 1.673 -1.824
H -0.389 2.649 -3.942
H -0.723 1.069 -4.653
H 2.751 0.123 -4.906
H 1.083 -0.422 -5.087
H 2.790 -0.605 -2.678
H 1.166 -1.273 -2.891
H 3.061 1.575 -1.749
H 1.638 2.586 -1.482
H 3.186 2.276 -3.991
H 1.858 3.396 -3.680

***

No. 4
44
Properties=species:S:1:pos:R:3 method="wB97M-V/def2-TZVPD" total_charge=-2 orbital_gap_ev=2.46
C 1.221 3.311 -2.257
C 0.718 2.986 -1.217
C 0.017 2.445 -0.025
N 0.531 3.195 1.127
C 1.709 2.494 1.533
O 2.562 2.926 2.250
C 1.739 1.095 0.889
C 2.108 0.066 1.970
C 2.532 -1.308 1.426
C 4.030 -1.595 1.595
F 1.891 -2.271 2.214
C 0.429 0.927 0.063
Si -1.129 0.134 0.852
C -2.406 0.100 -0.525
C -0.924 -1.655 1.419
C -1.854 1.159 2.291
H 1.727 3.271 -3.188
H -1.059 2.620 -0.046
H -0.045 3.135 1.966
H 2.532 1.016 0.130
H 1.331 -0.027 2.735
H 2.978 0.482 2.492
H 2.235 -1.432 0.382
H 4.583 -1.491 0.659
H 4.099 -2.656 1.858
H 4.478 -1.041 2.420
H 0.480 0.464 -0.924
H -3.381 -0.247 -0.181
H -2.425 1.101 -0.979
H -1.964 -0.617 -1.276
H -0.199 -2.212 0.827
H -0.745 -1.732 2.498
H -1.896 -2.134 1.251
H -2.004 2.207 2.003
H -2.848 0.759 2.515
H -1.270 1.125 3.222
O -3.342 -2.077 -5.603
C -3.189 -2.274 -4.263
C -1.754 -1.876 -3.736
O -1.597 -2.090 -2.386
H -3.341 -3.328 -3.905
H -3.900 -1.704 -3.603
H -1.613 -0.819 -4.079
H -1.046 -2.431 -4.398

***

no.,highest occupied orbital energy (Eh)
1,-0.5925
2,-0.1598
3,-0.2768
4,0.0682